[1]
One molecule with the formula C20H22N2O5, computed with wB97M-V/def2-TZVPD.

Computed properties:
* spin multiplicity: 1
* Kohn-Sham gap: 8.838 eV
* HOMO: -8.696 eV
* SMILES: CC1CCN(C(=O)COC(=O)c2ccccc2NC(=O)c2ccco2)CC1
* energy relative to the best compared isomer or geometry (same formula, charge and spin): 1.501 eV
* LUMO: 0.14 eV

Structure (XYZ):
```
49
Properties=species:S:1:pos:R:3:forces:R:3
C 4.776 2.224 -2.450 -0.238 -0.227 0.006
C 3.676 1.371 -1.826 0.235 0.322 0.202
C 4.195 0.601 -0.610 -0.322 -0.166 -0.222
C 3.068 -0.208 0.026 0.412 -0.192 0.209
N 1.963 0.657 0.399 0.108 -0.169 -0.216
C 1.673 0.820 1.703 -0.514 0.142 0.028
O 2.296 0.272 2.593 0.113 -0.054 0.431
C 0.457 1.687 2.050 0.383 0.359 0.273
O -0.713 1.117 1.467 -0.138 -0.254 -0.030
C -1.583 1.945 0.839 0.135 0.529 -0.060
O -1.416 3.140 0.808 -0.029 -0.232 0.092
C -2.719 1.258 0.193 -0.269 -0.124 -0.155
C -3.819 2.076 -0.083 0.077 -0.084 0.045
C -4.934 1.587 -0.727 -0.044 0.053 -0.011
C -4.957 0.259 -1.126 0.139 0.114 0.097
C -3.879 -0.566 -0.877 -0.070 -0.203 -0.063
C -2.748 -0.092 -0.211 -0.251 0.200 -0.076
N -1.669 -0.929 0.044 0.380 -0.051 0.296
C -1.357 -2.125 -0.556 -0.072 0.031 -0.129
O -1.987 -2.641 -1.452 0.044 -0.083 -0.042
C -0.134 -2.723 0.014 0.380 0.272 0.817
C 0.595 -2.454 1.150 -0.545 -0.055 -0.692
C 1.643 -3.395 1.175 0.097 -0.410 -0.422
C 1.478 -4.167 0.061 0.527 0.157 0.778
O 0.414 -3.772 -0.637 -0.456 0.017 -0.489
C 1.409 1.383 -0.721 -0.093 0.428 -0.185
C 2.493 2.235 -1.387 -0.122 -0.378 -0.157
H 5.148 2.951 -1.731 0.064 0.107 0.086
H 5.608 1.599 -2.767 0.138 -0.023 -0.055
H 4.398 2.760 -3.317 0.016 0.100 -0.115
H 3.324 0.649 -2.572 -0.037 -0.029 0.018
H 5.000 -0.073 -0.902 0.078 -0.014 0.011
H 4.590 1.304 0.126 0.071 0.044 0.053
H 3.411 -0.713 0.929 -0.087 -0.014 -0.176
H 2.695 -0.954 -0.685 0.000 -0.011 0.038
H 0.344 1.675 3.138 0.060 -0.030 -0.242
H 0.572 2.723 1.713 -0.015 -0.197 0.051
H -3.766 3.108 0.227 0.007 0.054 0.005
H -5.776 2.233 -0.922 -0.067 0.068 -0.010
H -5.822 -0.140 -1.634 -0.064 -0.056 -0.048
H -3.897 -1.594 -1.200 0.008 -0.005 -0.003
H -0.998 -0.562 0.705 -0.062 -0.102 -0.163
H 0.418 -1.700 1.889 -0.100 0.202 0.152
H 2.408 -3.481 1.919 0.195 -0.073 0.132
H 2.039 -4.996 -0.323 -0.010 -0.112 -0.139
H 0.591 2.029 -0.413 -0.011 -0.069 0.038
H 1.017 0.655 -1.443 -0.049 0.058 0.036
H 2.060 2.751 -2.245 -0.010 0.073 -0.029
H 2.841 2.989 -0.677 0.007 0.085 0.035
```
Positions in Å, forces in eV/Å.

=====

[2]
One molecule with the formula C20H22N2O5S, computed with wB97M-V/def2-TZVPD.

Computed properties:
* spin multiplicity: 1
* Kohn-Sham gap: 9.193 eV
* HOMO: -8.903 eV
* SMILES: CCC(=O)N1CCc2cc(S(=O)(=O)N[C@@H](Cc3ccccc3)C(=O)O)ccc21
* energy relative to the best compared isomer or geometry (same formula, charge and spin): 0.168 eV
* LUMO: 0.29 eV

Structure (XYZ):
```
50
Properties=species:S:1:pos:R:3:forces:R:3
C 5.323 -1.083 -3.860 -0.155 -0.111 0.085
C 4.240 -1.997 -3.300 0.246 0.343 -0.077
C 3.377 -1.260 -2.294 -0.010 -0.390 -0.158
O 3.543 -0.095 -2.011 0.104 0.284 0.025
N 2.383 -2.016 -1.722 -0.016 0.099 0.044
C 2.124 -3.419 -2.039 0.182 -0.492 -0.325
C 0.901 -3.828 -1.199 -0.058 -0.045 0.015
C 0.585 -2.586 -0.423 0.109 0.246 0.008
C -0.407 -2.367 0.505 0.051 -0.059 -0.033
C -0.476 -1.112 1.091 -0.541 -0.013 0.437
S -1.762 -0.745 2.253 -0.223 0.108 -0.689
O -2.549 -1.931 2.531 0.296 -0.238 -0.215
O -1.263 -0.012 3.372 0.208 0.221 -0.002
N -2.711 0.301 1.361 0.570 -0.324 0.420
C -3.535 1.231 2.108 -0.245 0.274 0.260
C -3.612 2.580 1.377 0.147 -0.242 0.224
C -2.216 3.090 1.163 -0.096 0.095 -0.064
C -1.542 3.742 2.188 -0.029 -0.010 -0.074
C -0.227 4.140 2.024 0.077 0.024 0.088
C 0.433 3.886 0.833 0.101 0.017 -0.016
C -0.232 3.239 -0.195 0.030 0.010 -0.093
C -1.548 2.843 -0.028 0.014 0.094 0.012
C -4.930 0.663 2.420 0.300 0.183 -0.104
O -5.912 1.351 2.430 -0.021 0.016 0.027
O -4.991 -0.641 2.670 -0.220 -0.417 0.162
C 0.406 -0.098 0.770 0.059 -0.008 0.018
C 1.401 -0.312 -0.172 0.052 0.174 0.053
C 1.480 -1.565 -0.765 -0.459 0.055 0.400
H 4.872 -0.222 -4.347 0.035 0.079 -0.034
H 5.959 -0.719 -3.058 0.068 0.066 0.005
H 5.934 -1.618 -4.582 0.053 -0.032 -0.056
H 4.696 -2.862 -2.812 -0.107 -0.085 -0.031
H 3.606 -2.365 -4.110 -0.027 -0.119 0.067
H 1.928 -3.529 -3.109 0.052 -0.047 0.112
H 3.000 -4.024 -1.788 -0.101 0.020 -0.077
H 1.128 -4.661 -0.532 0.010 -0.022 -0.060
H 0.060 -4.125 -1.826 0.046 -0.038 -0.011
H -1.113 -3.129 0.793 -0.077 -0.158 -0.009
H -3.189 -0.159 0.601 0.037 -0.229 -0.166
H -3.012 1.371 3.064 -0.213 0.124 -0.071
H -4.125 2.440 0.424 -0.075 0.050 0.008
H -4.200 3.265 1.988 -0.040 -0.029 -0.092
H -2.052 3.938 3.120 -0.067 0.024 0.129
H 0.285 4.646 2.828 0.041 0.043 0.067
H 1.461 4.192 0.706 0.084 0.037 -0.011
H 0.278 3.037 -1.126 0.045 -0.014 -0.090
H -2.061 2.334 -0.832 -0.063 -0.062 -0.084
H -4.135 -1.129 2.684 -0.229 0.256 -0.047
H 0.304 0.853 1.264 0.068 0.223 0.001
H 2.094 0.467 -0.437 -0.012 0.022 0.022
```
Positions in Å, forces in eV/Å.